This record from OMol25 describes a structure of composition C25H43CeF3O3P2S in a non-equilibrium geometry. The level of theory is ωB97M-V/def2-TZVPD.

```
78
Properties=species:S:1:pos:R:3:forces:R:3
Ce 0.476 0.236 0.559 0.81 0.10 1.10
C -1.358 1.854 1.158 -0.80 -0.96 0.08
C -1.854 1.282 -0.068 -0.37 -0.30 0.97
C -1.884 -0.375 1.563 -0.28 0.73 -0.47
C -1.402 0.828 2.171 -0.52 0.36 -0.77
C -2.189 -0.092 0.193 -0.04 0.52 0.63
C -1.005 3.275 1.391 0.38 0.45 -0.07
H -0.704 3.770 0.460 -0.12 0.02 0.23
H -0.185 3.377 2.107 -0.20 0.01 -0.15
H -1.866 3.818 1.807 0.14 -0.12 -0.16
C -1.096 1.001 3.616 0.32 0.05 0.28
H -0.746 2.017 3.829 -0.08 -0.25 0.01
H -0.315 0.300 3.948 -0.17 0.12 0.09
H -1.994 0.806 4.226 0.29 0.02 -0.26
C -2.145 -1.661 2.271 0.24 -0.36 -0.06
H -2.983 -1.572 2.982 0.30 0.07 -0.21
H -1.262 -1.980 2.843 -0.23 -0.02 0.07
H -2.392 -2.458 1.559 0.02 0.14 0.25
C -2.985 -0.984 -0.696 0.18 -0.36 -0.42
H -4.066 -0.878 -0.502 0.41 0.06 0.03
H -2.727 -2.038 -0.531 -0.15 0.19 -0.12
H -2.819 -0.753 -1.754 -0.17 -0.09 0.23
C -2.234 2.032 -1.301 0.33 0.12 -0.44
H -3.290 2.341 -1.268 0.27 -0.14 0.14
H -2.105 1.419 -2.202 -0.11 0.21 0.18
H -1.633 2.941 -1.419 -0.21 -0.12 0.01
C 2.820 0.574 -0.962 0.21 0.83 -0.75
C 1.977 1.609 -1.258 1.30 -0.08 -0.53
C 1.234 1.842 -2.546 -0.84 -0.49 0.07
C 0.848 0.557 -3.312 -0.03 0.37 -0.87
C 0.082 -0.444 -2.496 -0.02 -0.59 0.08
C 0.629 -1.436 -1.746 -0.10 0.25 -0.51
C 2.095 -1.815 -1.787 0.22 -0.06 0.59
C 3.115 -0.648 -1.796 0.87 -0.29 -0.24
H 1.824 2.476 -3.225 0.12 -0.08 0.37
H 1.751 0.133 -3.771 -0.47 -0.03 0.16
H 0.328 2.432 -2.336 0.23 -0.13 -0.07
H 3.333 -0.375 -2.839 -0.13 0.15 0.42
H 3.547 0.737 -0.154 -0.64 -0.01 0.19
H 2.037 2.492 -0.613 0.08 -0.17 0.22
H 4.078 -1.046 -1.425 -0.47 0.06 -0.14
H 2.326 -2.495 -0.948 -0.12 0.21 -0.29
H -0.029 -2.151 -1.218 0.03 0.23 -0.41
H 2.290 -2.415 -2.699 -0.24 0.04 0.37
H 0.200 0.870 -4.151 0.31 -0.16 0.30
H -0.999 -0.438 -2.681 0.32 0.07 0.59
P 4.233 -4.488 -4.086 0.36 0.36 0.06
P 2.828 -7.121 -4.660 0.16 -0.84 -0.52
C 5.094 -5.599 -5.325 -0.15 0.12 0.17
C 4.631 -7.049 -5.159 -0.37 -0.06 0.30
H 6.178 -5.516 -5.164 -0.23 0.08 -0.22
H 4.862 -5.217 -6.331 0.06 -0.16 0.26
H 4.769 -7.630 -6.082 0.09 0.07 0.30
H 5.181 -7.546 -4.346 0.00 0.13 -0.24
C 2.741 -8.934 -4.383 -0.05 -0.03 0.06
H 1.688 -9.210 -4.257 0.24 -0.10 0.00
H 3.283 -9.167 -3.458 -0.15 -0.10 -0.18
H 3.176 -9.493 -5.222 -0.11 0.02 0.21
C 2.114 -7.096 -6.360 -0.17 0.09 0.14
H 2.628 -7.815 -7.012 -0.18 0.20 0.08
H 2.187 -6.086 -6.779 -0.07 -0.21 -0.06
H 1.054 -7.368 -6.271 0.19 0.10 -0.21
C 5.692 -4.065 -3.046 0.03 0.08 -0.05
H 5.412 -3.266 -2.346 0.19 -0.15 -0.05
H 6.537 -3.743 -3.669 -0.10 -0.02 0.28
H 5.974 -4.956 -2.469 0.01 0.28 -0.08
C 4.113 -2.966 -5.111 0.17 0.05 -0.14
H 3.359 -3.139 -5.889 0.18 0.15 0.13
H 5.078 -2.728 -5.579 -0.26 0.14 0.03
H 3.783 -2.126 -4.483 0.11 -0.04 -0.19
F 3.597 4.176 3.841 -1.00 -1.24 -0.42
C 2.580 3.325 3.598 -0.13 0.99 1.22
F 2.216 2.721 4.753 0.35 0.35 -1.21
F 1.522 4.065 3.165 0.73 -0.70 0.15
S 3.099 2.086 2.303 2.28 1.41 0.74
O 3.404 2.922 1.164 -0.58 -0.87 0.38
O 4.142 1.304 2.908 -1.25 0.25 -0.67
O 1.823 1.278 2.068 -1.22 -0.87 -0.96
```
Positions in Å, forces in eV/Å.

Properties
Energy in Eh: -3059.08941
E_LUMO (alpha / beta) in eV: -9.23 / -9.21
Highest occupied orbital energy (alpha / beta) in eV: -11.092 / -11.091
Spin multiplicity: 1
Net charge: +2

Löwdin population analysis, charges in e, atoms 1 to 6: number 1, Ce, carries 1.623; number 2, C, carries -0.294; number 3, C, carries -0.253; number 4, C, carries -0.268; number 5, C, carries -0.286; number 6, C, carries -0.248

This record from OMol25 describes a structure of composition C25H43Cl2N5O6S2Si2Sr in a non-equilibrium geometry. The level of theory is ωB97M-V/def2-TZVPD.

```
86
Properties=species:S:1:pos:R:3:forces:R:3
Sr -0.317 1.187 -1.132 -0.65 -0.47 2.28
C 1.813 -0.691 2.944 -0.11 0.00 -0.02
C 0.472 -1.439 3.114 -0.01 0.01 0.06
N -0.431 -1.186 2.021 0.13 0.15 -0.15
C -1.828 -1.086 2.304 0.01 0.07 0.06
C -2.188 0.118 3.198 0.02 -0.06 0.01
S -1.399 1.714 2.818 -0.06 -0.16 -0.06
C 0.033 1.712 3.940 -0.02 0.11 0.08
C 1.414 1.727 3.280 -0.04 0.07 0.00
N 1.668 0.633 2.406 0.03 -0.10 -0.04
H 2.329 -0.680 3.923 0.03 -0.05 -0.02
H 2.407 -1.281 2.249 0.05 -0.04 -0.08
H 0.697 -2.510 3.232 0.04 0.00 0.00
H -0.017 -1.124 4.041 0.00 -0.02 -0.03
H -0.190 -1.704 1.186 -0.02 -0.11 0.09
H -2.351 -0.987 1.355 -0.03 0.00 -0.06
H -2.258 -1.977 2.806 0.00 -0.01 0.00
H -3.266 0.286 3.133 0.00 0.00 -0.01
H -1.971 -0.100 4.245 -0.02 0.01 0.00
H -0.046 2.612 4.556 -0.02 -0.01 0.02
H -0.072 0.861 4.613 0.01 0.01 -0.02
H 1.516 2.647 2.702 0.01 -0.02 0.01
H 2.141 1.785 4.118 0.00 0.00 0.00
H 2.269 0.856 1.632 0.00 0.01 -0.01
O 0.905 2.149 -5.016 -0.01 0.03 0.00
S 0.442 1.506 -3.820 0.15 -0.13 -0.90
O 0.108 0.018 -4.207 0.09 0.12 -0.08
O 1.426 1.425 -2.719 0.42 0.00 -0.55
O -0.799 2.078 -3.255 -0.07 0.15 -0.67
N -3.145 -1.451 -1.603 -0.03 -0.01 0.00
C -3.644 -0.399 -0.892 -0.02 0.00 0.08
C -4.983 -0.517 -0.443 0.00 0.00 0.01
C -5.538 0.492 0.298 0.00 0.00 0.00
C -4.780 1.628 0.588 0.00 0.01 0.01
C -3.487 1.664 0.116 0.04 -0.02 0.04
N -2.913 0.676 -0.588 -0.02 -0.05 -0.22
C -2.003 -1.654 -2.428 -0.01 0.03 -0.02
C -2.130 -2.666 -3.359 0.00 0.01 0.01
C -0.938 -3.071 -4.016 0.01 -0.02 -0.01
C 0.204 -2.372 -3.858 0.02 0.01 0.00
C 0.172 -1.117 -3.096 -0.16 -0.25 0.07
N -0.900 -0.966 -2.176 -0.01 -0.41 -0.31
H -3.822 -2.182 -1.743 0.01 -0.01 0.01
H -5.550 -1.406 -0.690 0.00 0.00 0.00
H -6.560 0.404 0.648 0.00 0.00 0.00
H -5.175 2.452 1.165 0.00 0.00 0.00
H -2.843 2.513 0.316 -0.01 0.01 -0.01
H -3.059 -3.210 -3.473 0.00 0.00 0.00
H -0.940 -3.983 -4.604 0.00 0.01 -0.01
H 1.145 -2.696 -4.280 0.00 0.00 0.01
H 1.126 -0.899 -2.618 0.00 0.08 -0.05
Cl 2.047 5.232 1.442 0.01 0.02 0.02
C 0.842 5.021 0.149 -0.09 0.03 0.05
Cl 1.522 5.476 -1.427 0.01 0.00 0.00
C 0.313 3.570 0.066 0.17 0.29 0.23
O -0.902 3.477 -0.216 -0.04 0.29 0.01
O 1.117 2.638 0.233 0.31 0.40 0.21
H 0.026 5.701 0.359 0.00 0.00 -0.02
C 4.807 -3.229 1.172 0.00 -0.01 -0.02
Si 3.719 -2.584 -0.259 -0.02 -0.01 0.08
C 4.144 -0.744 -0.426 0.01 0.01 -0.01
C 4.519 -3.428 -1.775 -0.01 0.02 -0.01
C 1.968 -2.846 -0.001 -0.17 0.05 -0.03
Si 1.105 -4.416 -0.005 0.07 0.01 0.08
C 1.688 -5.586 1.386 0.02 0.00 -0.01
C -0.765 -4.210 0.255 0.00 -0.05 0.05
C 1.244 -5.529 -1.550 -0.01 0.01 0.02
H 5.877 -3.142 0.952 0.00 0.01 -0.01
H 4.587 -4.283 1.371 0.01 0.01 0.00
H 4.599 -2.675 2.091 -0.01 0.00 0.01
H 5.156 -0.601 -0.818 0.01 0.00 0.00
H 4.104 -0.246 0.548 -0.04 0.01 0.03
H 3.455 -0.222 -1.096 0.00 -0.01 0.00
H 5.581 -3.176 -1.875 0.00 0.00 0.00
H 4.005 -3.133 -2.694 0.00 0.01 0.00
H 4.437 -4.516 -1.690 -0.01 -0.01 0.00
H 1.351 -2.013 -0.370 0.09 -0.12 -0.06
H 1.533 -5.124 2.365 0.00 0.00 0.00
H 2.759 -5.794 1.290 -0.02 -0.01 0.00
H 1.158 -6.545 1.364 0.00 0.00 0.00
H -0.995 -3.918 1.285 0.01 0.01 -0.03
H -1.303 -5.137 0.036 0.00 -0.01 0.01
H -1.150 -3.436 -0.414 -0.04 0.07 -0.06
H 2.289 -5.779 -1.755 -0.01 0.01 0.00
H 0.853 -4.998 -2.422 -0.01 0.01 -0.03
H 0.685 -6.465 -1.433 0.00 -0.01 0.00
```
Positions in Å, forces in eV/Å.

Properties
Energy in Eh: -4030.35560
E_LUMO in eV: 3.97
Highest occupied orbital energy in eV: -1.077
Relative energy (zero: lowest compared OMol25 entry of this formula, charge and spin) in eV: 0.534
Spin multiplicity: 1
Net charge: -2

Löwdin population analysis, charges in e, atoms 1 to 6: number 1, Sr, carries 1.550; number 2, C, carries -0.204; number 3, C, carries -0.210; number 4, N, carries -0.060; number 5, C, carries -0.292; number 6, C, carries -0.464

This record from OMol25 describes a structure of composition C25H43Cl3FeN5O4Si in a non-equilibrium geometry. The level of theory is ωB97M-V/def2-TZVPD.

```
82
Properties=species:S:1:pos:R:3:forces:R:3
C -2.679 -2.105 -4.918 0.27 -0.24 -0.17
C -1.903 -0.906 -4.430 0.11 -1.68 2.07
H -2.792 -2.084 -6.004 0.08 -0.19 0.15
H -3.682 -2.172 -4.483 0.27 0.21 -0.01
H -2.119 -2.994 -4.630 -0.24 -0.23 -0.14
C -1.729 0.188 -5.275 0.31 1.86 -0.49
C -2.252 0.276 -6.639 -0.32 0.07 -0.77
H -1.183 1.060 -4.943 -0.02 -0.36 0.06
H -3.343 0.395 -6.604 -0.06 -0.14 -0.27
H -2.024 -0.629 -7.224 -0.15 0.33 -0.05
H -1.856 1.157 -7.167 -0.06 -0.38 0.16
Fe -0.211 -0.918 1.671 0.38 -0.46 1.93
Cl 0.369 -3.015 1.178 0.35 -0.91 -0.03
Cl -1.693 0.433 2.606 -0.84 0.83 0.33
H 1.522 -0.791 8.083 -0.09 0.08 -0.26
H 1.542 -3.104 7.829 0.05 -0.06 -0.15
C 0.940 -0.582 7.175 -0.19 0.02 -0.03
C 0.850 -3.061 6.986 -0.05 0.11 -0.22
N 0.950 -1.770 6.330 -0.03 0.23 0.20
H 1.390 0.257 6.620 -0.29 -0.34 0.28
C 0.570 -1.624 5.031 -0.21 0.91 -0.16
O 0.243 -0.538 4.553 0.64 -1.37 0.28
H 1.101 -3.832 6.255 -0.05 -0.06 0.19
H 0.604 -2.569 4.451 -0.06 0.29 0.06
H -0.092 -0.314 7.476 0.44 0.01 -0.16
H -0.163 -3.239 7.372 0.11 -0.04 -0.05
H -3.937 1.746 -2.260 0.10 0.14 0.31
H -2.877 2.456 -4.544 -0.08 0.20 0.14
C -3.394 2.513 -1.692 -0.05 -0.14 0.00
C -2.854 3.384 -3.957 0.20 -0.18 0.15
N -2.415 3.105 -2.591 0.28 1.07 0.14
H -2.895 2.065 -0.823 -0.11 0.09 -0.34
C -1.377 3.819 -2.047 -0.66 -0.62 0.80
O -1.097 3.793 -0.848 -0.05 0.35 -1.47
H -2.144 4.071 -4.429 -0.17 -0.09 0.04
H -0.822 4.387 -2.823 0.01 -0.07 0.40
H -4.089 3.294 -1.342 0.08 -0.32 -0.05
H -3.855 3.832 -3.964 0.19 0.00 0.01
O -2.191 -0.707 -2.959 0.52 0.96 -0.77
C -0.877 -1.118 -3.279 -0.81 -0.74 -0.75
C 0.080 1.182 -3.162 -0.17 -0.22 -0.08
C 0.272 -0.210 -3.116 1.07 0.93 0.88
H -0.937 1.592 -3.077 0.68 -0.46 -0.33
C 1.159 2.054 -3.270 0.08 -0.09 0.35
H -0.691 -2.171 -3.036 0.10 0.24 -0.02
C 1.587 -0.676 -2.838 -0.93 0.00 -0.41
H 0.972 3.114 -3.483 0.20 -0.40 0.31
C 2.454 1.570 -3.097 -0.04 -0.10 -0.50
C 2.660 0.207 -2.848 0.02 0.36 0.10
H 1.740 -1.725 -2.572 -0.03 0.24 -0.30
H 3.295 2.256 -3.197 -0.11 -0.22 0.13
H 3.673 -0.153 -2.658 -0.34 0.03 -0.02
Si -3.084 -1.643 -0.223 1.40 -0.25 2.48
Cl -0.931 -0.556 -0.383 -2.89 -0.44 -2.06
C -4.305 -0.400 0.378 -0.48 0.68 -0.42
C -2.791 -2.711 1.345 0.28 -0.18 -0.14
C -3.696 -2.747 -1.573 -0.19 -0.23 -0.56
H -3.872 0.407 0.971 0.20 -0.19 -0.02
H -5.020 -0.922 1.030 0.23 -0.06 -0.17
H -4.883 0.049 -0.428 -0.10 0.11 -0.14
H -4.348 -2.190 -2.264 0.35 -0.22 0.15
H -4.304 -3.551 -1.109 0.35 0.43 -0.02
H -2.884 -3.228 -2.135 -0.27 0.17 0.13
H -2.256 -3.642 1.128 -0.10 0.18 -0.06
H -3.754 -2.988 1.801 -0.06 0.18 -0.36
H -2.224 -2.234 2.167 -0.37 -0.02 -0.55
C 4.813 -1.153 1.651 0.27 -0.43 0.05
N 3.763 -0.238 1.267 0.79 0.24 -0.10
C 3.983 0.879 0.537 -0.99 0.47 0.14
C 2.958 1.766 0.370 1.00 0.31 -0.29
C 1.671 1.434 0.870 -1.13 -0.83 0.15
N 1.446 0.200 1.369 1.46 1.08 0.58
C 2.533 -0.514 1.834 -0.92 -1.20 0.88
O 2.443 -1.424 2.666 0.18 1.33 -1.10
N 0.632 2.277 0.804 0.31 -0.19 0.00
H 5.776 -0.803 1.295 0.03 0.12 -0.15
H 4.585 -2.130 1.222 0.16 -0.02 0.15
H 4.837 -1.247 2.737 0.02 -0.03 -0.12
H 4.988 1.010 0.137 -0.31 0.06 0.12
H 3.082 2.689 -0.183 0.13 -0.12 0.06
H -0.286 1.973 1.150 0.49 0.14 -0.11
H 0.713 3.201 0.389 -0.17 -0.55 0.01
```
Positions in Å, forces in eV/Å.

Properties
Energy in Eh: -4487.00570
E_LUMO (alpha / beta) in eV: 0.48 / -0.23
Highest occupied orbital energy (alpha / beta) in eV: -7.655 / -7.456
Relative energy (zero: lowest compared OMol25 entry of this formula, charge and spin) in eV: 3.527
<S²>: 8.771
Spin multiplicity: 6

Löwdin population analysis, charges in e, atoms 1 to 6: number 1, C, carries 0.003; number 2, C, carries -0.371; number 3, H, carries 0.070; number 4, H, carries 0.085; number 5, H, carries 0.089; number 6, C, carries -0.077

- The highest energy belongs to which entry?
  C25H43CeF3O3P2S

- The highest energy belongs to which entry?
  C25H43CeF3O3P2S